{"formula": "C13H22NO13S2", "method": "ωB97M-V/def2-TZVPD", "total_charge": -1, "homo_energy_ev": -5.87, "de_lowest_kj_mol": 0.00, "energy_ha": -2337.8986, "gap_ev": 8.04, "elements": ["C", "C", "C", "C", "S", "O", "O", "N", "S", "O", "O", "H", "H", "H", "H", "H", "H", "H", "H", "H", "H", "C", "C", "O", "C", "O", "O", "H", "H", "H", "H", "C", "C", "O", "C", "O", "O", "H", "H", "H", "H", "C", "C", "O", "C", "O", "O", "H", "H", "H", "H"], "xyz": [[-0.914, 1.741, -3.591], [0.400, 0.964, -3.643], [0.272, -0.373, -2.926], [0.487, -0.294, -1.423], [2.165, 0.179, -0.965], [2.557, -0.737, 0.089], [2.982, 0.124, -2.143], [2.110, 1.710, -0.492], [1.250, 1.932, 0.833], [-0.092, 2.353, 0.543], [1.979, 2.757, 1.760], [-1.713, 1.223, -4.108], [-1.162, 1.898, -2.553], [-0.741, 2.705, -4.057], [0.725, 0.813, -4.669], [1.159, 1.595, -3.198], [-0.752, -0.723, -3.041], [0.929, -1.126, -3.343], [0.350, -1.263, -0.965], [-0.221, 0.422, -1.027], [1.137, 0.721, 1.427], [2.410, 2.391, 5.008], [3.300, 3.580, 4.728], [3.147, 4.361, 5.928], [2.768, 3.535, 6.927], [2.720, 3.841, 8.076], [2.451, 2.313, 6.446], [2.774, 1.472, 4.561], [1.384, 2.563, 4.686], [4.350, 3.302, 4.625], [2.990, 4.143, 3.854], [1.207, -4.610, 0.123], [0.156, -5.373, 0.910], [-0.998, -4.536, 0.769], [-0.837, -3.790, -0.351], [-1.685, -3.105, -0.824], [0.410, -3.918, -0.842], [1.928, -5.252, -0.375], [1.739, -3.873, 0.727], [-0.064, -6.350, 0.475], [0.407, -5.495, 1.960], [-5.214, -0.607, -2.206], [-3.842, -0.973, -1.679], [-3.070, 0.188, -1.997], [-3.917, 1.247, -2.109], [-3.594, 2.379, -2.204], [-5.212, 0.817, -2.097], [-6.027, -1.028, -1.621], [-5.346, -0.880, -3.256], [-3.833, -1.115, -0.598], [-3.411, -1.850, -2.153]]}

---

{"formula": "C32H30N5O7ReS2", "method": "ωB97M-V/def2-TZVPD", "total_charge": 1, "homo_energy_ev": [-10.24, -10.24], "de_lowest_kj_mol": 0.00, "multiplicity": 2, "energy_ha": -2912.3343, "gap_ev": [3.74, 4.15], "elements": ["Re", "O", "C", "O", "C", "C", "C", "C", "C", "C", "S", "H", "H", "H", "H", "O", "C", "O", "C", "C", "C", "C", "C", "C", "N", "C", "C", "C", "C", "C", "C", "N", "H", "H", "H", "H", "H", "H", "H", "H", "H", "H", "N", "C", "C", "C", "C", "C", "C", "S", "O", "O", "O", "H", "H", "H", "H", "H", "H", "N", "C", "N", "C", "C", "C", "C", "C", "H", "H", "H", "H", "H", "H", "H", "H", "H", "H"], "xyz": [[1.274, 0.796, 0.362], [1.852, -0.961, 3.426], [2.210, 0.142, 3.033], [1.447, 0.969, 2.410], [3.662, 0.520, 3.140], [4.321, 0.600, 4.355], [5.698, 0.763, 4.393], [6.425, 0.833, 3.212], [5.779, 0.774, 1.994], [4.390, 0.626, 1.947], [3.687, 0.523, 0.351], [3.751, 0.530, 5.268], [6.205, 0.816, 5.344], [7.498, 0.942, 3.238], [6.326, 0.830, 1.064], [1.391, -4.640, -4.971], [1.438, -3.383, -5.424], [1.512, -3.125, -6.587], [1.406, -2.301, -4.379], [2.240, -2.330, -3.266], [2.253, -1.264, -2.386], [1.417, -0.167, -2.597], [0.586, -0.138, -3.717], [0.586, -1.200, -4.599], [1.432, 0.913, -1.690], [1.628, 2.105, -2.188], [1.655, 3.197, -1.271], [1.910, 4.524, -1.621], [1.895, 5.490, -0.638], [1.609, 5.108, 0.671], [1.382, 3.773, 0.953], [1.428, 2.830, 0.017], [1.240, -4.717, -4.021], [2.912, -3.161, -3.112], [2.947, -1.258, -1.559], [-0.066, 0.707, -3.875], [-0.047, -1.190, -5.473], [1.802, 2.258, -3.244], [2.124, 4.772, -2.647], [2.105, 6.521, -0.874], [1.566, 5.835, 1.465], [1.153, 3.435, 1.955], [1.010, -1.475, 0.829], [-0.245, -2.123, 0.595], [-0.804, -2.093, -0.680], [-2.040, -2.673, -0.906], [-2.670, -3.300, 0.140], [-2.140, -3.369, 1.403], [-0.916, -2.755, 1.639], [-4.406, -3.876, -0.180], [-5.094, -2.778, 0.484], [-4.474, -3.843, -1.616], [-4.422, -5.152, 0.481], [1.229, -1.570, 1.837], [1.750, -1.943, 0.304], [-0.290, -1.583, -1.477], [-2.520, -2.651, -1.869], [-2.663, -3.897, 2.183], [-0.493, -2.757, 2.633], [-0.754, 0.883, 0.337], [-1.905, 0.705, 0.375], [-3.161, 0.504, 0.394], [-3.782, -0.291, 1.446], [-4.719, 0.591, 2.267], [-5.724, 1.284, 1.353], [-4.995, 2.104, 0.293], [-4.073, 1.187, -0.511], [-2.996, -0.722, 2.071], [-4.354, -1.106, 0.980], [-4.139, 1.336, 2.817], [-5.235, -0.041, 2.989], [-6.370, 1.931, 1.943], [-6.349, 0.534, 0.868], [-4.410, 2.894, 0.768], [-5.706, 2.579, -0.382], [-3.497, 1.748, -1.251], [-4.670, 0.422, -1.016]]}

---

{"formula": "C29H69O13PS9", "method": "ωB97M-V/def2-TZVPD", "homo_energy_ev": -7.61, "energy_ha": -6048.7958, "gap_ev": 7.28, "elements": ["C", "C", "O", "C", "C", "O", "P", "O", "C", "O", "C", "C", "C", "C", "C", "C", "H", "H", "H", "H", "H", "H", "H", "H", "H", "H", "H", "H", "H", "H", "H", "C", "S", "O", "C", "H", "H", "H", "H", "H", "H", "C", "S", "O", "C", "H", "H", "H", "H", "H", "H", "C", "S", "O", "C", "H", "H", "H", "H", "H", "H", "C", "S", "O", "C", "H", "H", "H", "H", "H", "H", "C", "S", "O", "C", "H", "H", "H", "H", "H", "H", "C", "S", "O", "C", "H", "H", "H", "H", "H", "H", "C", "S", "O", "C", "H", "H", "H", "H", "H", "H", "C", "S", "O", "C", "H", "H", "H", "H", "H", "H", "C", "S", "O", "C", "H", "H", "H", "H", "H", "H"], "xyz": [[0.656, -5.492, 5.397], [1.541, -4.460, 4.422], [0.555, -3.707, 3.633], [0.916, -3.620, 2.211], [0.887, -5.049, 1.399], [-0.404, -5.286, 0.679], [-1.513, -5.795, 1.928], [-3.138, -6.055, 1.266], [-3.949, -6.286, 2.507], [-3.599, -7.407, 3.196], [-5.125, -5.241, 3.020], [-6.262, -5.859, 4.038], [-7.470, -4.896, 4.636], [-7.557, -3.294, 4.254], [-6.389, -2.699, 3.223], [-5.194, -3.639, 2.604], [1.298, -6.367, 5.836], [0.118, -4.829, 6.200], [-0.197, -5.919, 4.689], [2.147, -3.780, 5.190], [2.345, -5.036, 3.798], [0.094, -2.924, 1.700], [1.939, -3.023, 2.074], [1.131, -5.973, 2.098], [1.782, -5.002, 0.618], [-1.108, -7.095, 2.407], [-6.265, -6.980, 4.373], [-8.273, -5.359, 5.388], [-8.387, -2.589, 4.698], [-6.388, -1.552, 2.933], [-4.358, -3.199, 1.893], [1.225, -0.121, 4.417], [0.264, -0.039, 2.886], [0.879, -1.004, 1.916], [0.805, 1.622, 2.418], [1.070, -1.102, 4.872], [2.287, 0.014, 4.199], [0.881, 0.654, 5.105], [1.893, 1.649, 2.324], [0.475, 2.340, 3.173], [0.352, 1.877, 1.456], [5.856, 3.433, 4.081], [4.103, 3.455, 4.525], [3.551, 2.086, 4.255], [3.582, 4.529, 3.166], [6.384, 2.782, 4.782], [5.980, 3.047, 3.066], [6.263, 4.444, 4.150], [3.847, 4.075, 2.208], [4.065, 5.504, 3.265], [2.498, 4.656, 3.219], [-3.534, -0.802, -1.805], [-3.243, -2.273, -0.792], [-3.236, -1.838, 0.643], [-1.523, -2.508, -1.298], [-4.551, -0.449, -1.622], [-2.824, -0.017, -1.536], [-3.426, -1.060, -2.861], [-0.938, -1.617, -1.060], [-1.482, -2.709, -2.371], [-1.115, -3.364, -0.755], [-3.534, 2.040, -6.699], [-3.243, 0.570, -5.686], [-3.236, 1.005, -4.250], [-1.523, 0.334, -6.192], [-4.551, 2.394, -6.515], [-2.824, 2.826, -6.429], [-3.426, 1.783, -7.755], [-0.938, 1.226, -5.954], [-1.482, 0.134, -7.265], [-1.115, -0.522, -5.649], [8.446, 5.432, 0.947], [7.014, 6.538, 0.975], [6.014, 5.956, 1.931], [6.451, 6.154, -0.701], [8.940, 5.478, 1.920], [8.123, 4.407, 0.753], [9.143, 5.759, 0.172], [6.252, 5.083, -0.792], [7.216, 6.456, -1.420], [5.532, 6.711, -0.895], [6.946, -5.479, 1.599], [5.514, -4.374, 1.627], [4.514, -4.955, 2.582], [4.951, -4.757, -0.049], [7.440, -5.433, 2.572], [6.623, -6.504, 1.404], [7.643, -5.152, 0.824], [4.752, -5.828, -0.140], [5.716, -4.455, -0.768], [4.032, -4.200, -0.243], [3.156, 2.997, -7.109], [1.403, 3.019, -6.665], [0.851, 1.651, -6.935], [0.882, 4.093, -8.024], [3.684, 2.347, -6.408], [3.280, 2.611, -8.124], [3.563, 4.008, -7.041], [1.147, 3.639, -8.982], [1.365, 5.068, -7.925], [-0.202, 4.220, -7.972], [-1.551, 3.357, -2.847], [-2.123, 4.269, -4.301], [-1.061, 4.152, -5.354], [-1.974, 5.912, -3.558], [-1.526, 2.292, -3.093], [-0.548, 3.688, -2.569], [-2.244, 3.520, -2.018], [-0.944, 6.084, -3.235], [-2.652, 5.989, -2.705], [-2.248, 6.658, -4.307], [-6.030, 1.302, 0.631], [-6.536, 2.101, -0.911], [-5.423, 3.015, -1.331], [-7.831, 3.125, -0.171], [-5.193, 0.633, 0.418], [-5.715, 2.056, 1.357], [-6.863, 0.720, 1.032], [-7.404, 3.765, 0.604], [-8.605, 2.482, 0.256], [-8.271, 3.748, -0.954]]}

---

{"formula": "H5N2PS", "method": "ωB97M-V/def2-TZVPD", "homo_energy_ev": -7.75, "de_lowest_kj_mol": 119.58, "energy_ha": -852.0259, "gap_ev": 8.02, "elements": ["N", "N", "P", "S", "H", "H", "H", "H", "H"], "xyz": [[0.561, -1.193, -0.388], [1.037, 1.190, 0.353], [0.252, -0.167, 0.874], [-2.400, 0.570, 0.205], [1.170, -1.119, -1.276], [0.029, -2.005, -0.085], [0.976, 1.978, 1.089], [1.179, 1.411, -0.632], [-2.804, -0.665, -0.141]]}

---

{"formula": "C21H21N5O2", "method": "ωB97M-V/def2-TZVPD", "homo_energy_ev": -7.99, "de_lowest_kj_mol": 367.52, "smiles": "CCc1cc(-c2noc(-c3cc(-c4ccccc4)n(CC)n3)n2)c(C)[nH]c1=O", "energy_ha": -1236.9780, "gap_ev": 8.39, "elements": ["C", "C", "C", "C", "C", "C", "N", "O", "C", "C", "C", "C", "C", "C", "C", "C", "C", "C", "N", "C", "C", "N", "N", "C", "C", "N", "C", "O", "H", "H", "H", "H", "H", "H", "H", "H", "H", "H", "H", "H", "H", "H", "H", "H", "H", "H", "H", "H", "H"], "xyz": [[3.786, -0.542, -4.109], [5.056, -0.865, -3.406], [4.947, -1.265, -1.903], [3.997, -0.729, -1.093], [3.827, -1.261, 0.375], [2.659, -0.844, 1.097], [2.593, -0.736, 2.404], [1.183, -0.520, 2.688], [0.630, -0.322, 1.478], [-0.747, 0.094, 1.466], [-1.268, 0.972, 2.510], [-2.343, 1.524, 1.944], [-3.001, 2.702, 2.620], [-4.324, 2.551, 2.987], [-5.039, 3.643, 3.391], [-4.337, 4.810, 3.568], [-2.969, 4.994, 3.351], [-2.253, 3.896, 2.868], [-2.709, 0.795, 0.782], [-3.848, 1.204, -0.081], [-3.406, 2.528, -0.741], [-1.690, -0.071, 0.469], [1.500, -0.424, 0.464], [4.742, -2.308, 0.796], [4.591, -3.038, 2.159], [5.749, -2.701, -0.047], [5.953, -2.152, -1.264], [6.880, -2.563, -1.876], [2.986, -1.321, -4.214], [3.254, 0.313, -3.577], [3.992, -0.143, -5.077], [5.759, -0.005, -3.443], [5.343, -1.683, -4.025], [3.229, -0.056, -1.433], [-0.795, 1.216, 3.504], [-4.635, 1.496, 2.913], [-6.100, 3.649, 3.614], [-4.894, 5.628, 3.923], [-2.647, 6.035, 3.641], [-1.207, 4.010, 2.564], [-4.079, 0.414, -0.818], [-4.716, 1.521, 0.497], [-4.158, 2.955, -1.474], [-3.191, 3.247, -0.028], [-2.461, 2.358, -1.259], [4.389, -2.416, 3.053], [3.730, -3.681, 2.066], [5.460, -3.641, 2.300], [6.513, -3.338, 0.307]]}

---

{"formula": "C2H5OPS3", "method": "ωB97M-V/def2-TZVPD", "homo_energy_ev": [-6.88, -8.10], "de_lowest_kj_mol": 382.11, "smiles": "O=P#[SH]=C(S)CS", "energy_ha": -1690.2458, "gap_ev": [5.81, 7.97], "elements": ["O", "P", "S", "C", "S", "C", "S", "H", "H", "H", "H", "H"], "xyz": [[2.808, -0.977, 0.729], [2.958, 0.399, 0.221], [1.036, 0.433, -1.294], [-0.265, 0.628, -0.103], [-1.590, 1.737, -0.610], [-0.683, -0.565, 0.710], [-1.786, -1.711, -0.267], [1.125, 1.756, -1.592], [-1.973, 1.550, 0.607], [0.177, -1.074, 1.035], [-1.135, -0.260, 1.599], [-0.671, -1.916, -1.037]]}

---

{"formula": "C3H8N2O2", "method": "ωB97M-V/def2-TZVPD", "homo_energy_ev": [-8.44, -8.44], "de_lowest_kj_mol": 567.05, "smiles": "C/N=[NH+]\\[O-].C=CO", "energy_ha": -378.9250, "gap_ev": [9.04, 9.04], "elements": ["C", "N", "N", "O", "H", "H", "H", "H", "C", "C", "O", "H", "H", "H", "H"], "xyz": [[-1.743, 0.071, -0.050], [-0.721, 0.521, -0.997], [-0.134, -0.462, -1.621], [0.390, -1.434, -0.945], [-2.076, 0.935, 0.522], [-2.588, -0.325, -0.624], [-1.416, -0.728, 0.619], [0.435, -0.127, -2.403], [0.912, 0.964, 0.277], [1.408, -0.295, 0.599], [1.080, -0.959, 1.734], [0.383, 1.535, 1.031], [1.453, 1.553, -0.449], [2.297, -0.708, 0.149], [0.320, -0.540, 2.157]]}

---

{"formula": "C34H29AsLiN2O3Te", "method": "ωB97M-V/def2-TZVPD", "total_charge": -1, "homo_energy_ev": -4.54, "de_lowest_kj_mol": 11.99, "energy_ha": -4159.7323, "gap_ev": 6.88, "elements": ["Li", "N", "C", "C", "O", "N", "C", "C", "O", "O", "H", "H", "H", "H", "H", "H", "C", "C", "C", "C", "C", "C", "As", "C", "C", "C", "C", "C", "C", "C", "C", "C", "C", "C", "C", "H", "H", "H", "H", "H", "H", "H", "H", "H", "H", "H", "H", "H", "Te", "C", "C", "C", "C", "C", "C", "C", "C", "C", "C", "C", "C", "H", "H", "H", "H", "H", "H", "H", "H", "H", "H"], "xyz": [[0.438, 0.757, -2.502], [-1.755, 1.598, -1.891], [-1.295, 2.999, -1.782], [0.120, 2.983, -2.334], [0.235, 2.394, -3.471], [1.075, 3.377, -1.544], [2.416, 3.109, -2.032], [2.867, 1.622, -2.011], [4.012, 1.386, -2.398], [2.023, 0.755, -1.590], [-2.061, 1.431, -2.843], [-2.529, 1.410, -1.267], [-1.291, 3.291, -0.734], [-1.926, 3.697, -2.345], [3.134, 3.652, -1.414], [2.549, 3.442, -3.066], [1.376, -6.877, -0.292], [1.765, -6.113, 0.798], [1.686, -4.728, 0.737], [1.205, -4.093, -0.404], [0.821, -4.867, -1.495], [0.909, -6.250, -1.439], [1.078, -2.127, -0.337], [-0.858, -2.121, -0.051], [-1.524, -2.332, 1.145], [-2.911, -2.277, 1.179], [-3.626, -2.004, 0.020], [-2.963, -1.791, -1.179], [-1.574, -1.852, -1.219], [-0.737, -1.654, -2.416], [-1.201, -1.308, -3.686], [-0.298, -1.107, -4.716], [1.071, -1.242, -4.494], [1.542, -1.579, -3.234], [0.637, -1.798, -2.202], [1.443, -7.957, -0.251], [2.137, -6.595, 1.694], [2.008, -4.134, 1.585], [0.449, -4.389, -2.393], [0.609, -6.842, -2.295], [-0.966, -2.528, 2.054], [-3.436, -2.440, 2.113], [-4.708, -1.955, 0.052], [-3.530, -1.578, -2.078], [-2.261, -1.170, -3.864], [-0.656, -0.806, -5.692], [1.772, -1.036, -5.292], [2.606, -1.604, -3.040], [0.920, 2.056, 1.021], [0.748, 1.033, 2.898], [-0.364, 0.239, 3.160], [-0.471, -0.470, 4.352], [0.541, -0.393, 5.298], [1.658, 0.392, 5.046], [1.760, 1.096, 3.854], [-0.002, 3.811, 1.804], [0.081, 4.984, 1.052], [-0.520, 6.150, 1.506], [-1.205, 6.170, 2.713], [-1.284, 5.008, 3.464], [-0.690, 3.835, 3.015], [-1.155, 0.174, 2.422], [-1.345, -1.083, 4.540], [0.461, -0.943, 6.227], [2.453, 0.453, 5.780], [2.637, 1.702, 3.659], [0.603, 4.959, 0.103], [-0.449, 7.051, 0.907], [-1.670, 7.083, 3.065], [-1.815, 5.006, 4.410], [-0.768, 2.941, 3.620]]}